The following is a DFT calculation (the ωB97M-V functional and the def2-TZVPD basis) of an isolated molecule of C4H8ClP at a distorted geometry.

Structure (XYZ):
```
14
Properties=species:S:1:pos:R:3:forces:R:3
C 1.045 0.818 -0.754 -1.66 -1.83 0.77
C -1.571 0.055 0.727 1.87 -0.10 0.47
C -1.469 -1.443 0.634 0.76 -0.96 1.65
C 2.155 1.478 -0.916 -0.37 1.07 -0.22
P 0.177 0.915 0.897 -1.04 0.19 -0.97
Cl -2.455 0.631 -0.691 -0.40 0.44 -0.05
H 0.559 0.335 -1.601 0.15 -0.21 0.18
H -0.603 -1.775 -0.010 -1.34 0.05 0.48
H -1.320 -1.814 1.708 0.26 0.27 -1.47
H -2.467 -1.815 0.387 0.43 -0.36 -0.53
H 2.450 2.215 -0.202 0.82 -0.02 0.66
H 2.456 1.605 -1.915 0.98 0.09 -1.04
H -2.050 0.251 1.704 -0.24 0.62 -0.85
H -0.378 2.030 0.246 -0.23 0.73 0.93
```
Positions in Å, forces in eV/Å.

Computed properties:
HOMO   -9.36 eV
Energy above the lowest of the compared OMol25 structures with the same formula, charge and spin   0.7676 eV
LUMO   0.9 eV
Maximum force   2.6 eV/A
SMILES   C=CP[C@H](C)Cl
Gap between HOMO and LUMO   10.2973 eV